ORCA calculation (ωB97M-V/def2-TZVPD) on a molecular structure, C58H56N8O3PbS2Te at a distorted geometry.

The geometry in XYZ format:
```
129
Properties=species:S:1:pos:R:3:forces:R:3:mulliken_charge:R:1
Pb 0.8753 -0.6233 0.5517 0.1 0.0 0.1 2.452
Te -2.4177 -0.7555 1.7347 -0.6 0.0 0.9 0.593
S 1.6390 -5.4900 -1.1607 0.0 0.0 0.0 -0.478
S 1.8836 0.4773 3.2353 -0.1 0.2 0.0 -0.474
O -0.1132 7.4099 -10.2097 0.0 -0.2 0.1 -0.465
O 3.3131 -0.8003 0.6365 -0.2 -0.1 -0.1 -0.593
O -1.5549 0.0583 -2.6092 0.2 0.0 -0.2 -0.590
N 1.4466 -0.2748 -1.9614 0.1 -0.4 0.1 0.576
N -1.6761 -0.4379 -0.4150 0.5 0.2 -0.5 0.348
N 4.3241 -0.5737 2.7042 0.0 0.0 0.0 -0.310
N 3.4482 -1.0954 4.7214 0.0 0.0 0.0 0.233
N 1.0162 -3.0302 0.0217 0.1 0.2 0.1 -0.881
N 0.8142 2.7580 -5.7847 0.0 0.2 0.2 -0.093
N 0.7749 4.5689 -4.4932 0.0 0.0 -0.1 -0.880
N 1.4373 1.9144 -0.4142 -0.1 0.0 0.2 0.304
C -5.3373 -1.9226 4.9226 0.0 0.0 0.0 -0.949
C 0.2236 5.2929 -9.2768 0.0 0.1 0.0 -0.748
C 1.1706 1.0030 -3.9677 0.0 0.0 0.1 0.742
C 0.9867 2.3169 -4.4945 0.0 0.1 0.1 0.190
C -4.6827 -1.7397 3.7092 0.0 0.0 0.0 1.014
C -5.3052 -2.2960 2.4615 -0.1 -0.1 -0.1 -1.285
C -2.4734 -3.5964 0.5244 0.0 -0.1 0.0 1.107
C -3.6412 -0.7015 6.0522 0.0 0.0 0.0 -0.827
C -3.4714 -1.0417 3.6705 0.3 0.1 -0.1 -0.594
C 1.0997 4.4750 -1.4380 0.0 0.0 0.1 -0.560
C -5.6213 1.5351 -0.7466 0.0 0.0 0.0 -0.891
C 1.4799 -1.3781 -2.6783 0.0 -0.1 -0.3 -0.587
C -0.2572 8.8049 -10.0562 0.0 0.1 0.0 -0.830
C 4.2745 -0.5280 1.3817 0.1 0.1 0.1 -0.398
C 0.0789 6.6665 -9.0827 0.0 0.0 -0.1 0.984
C 0.3333 6.3397 -6.7190 0.0 -0.1 0.0 -0.829
C 1.2753 2.0930 -1.7329 0.0 0.2 -0.1 0.068
C -1.9869 -2.8272 1.5904 0.1 0.2 0.0 0.154
C 4.6961 -1.7940 4.9937 0.1 0.0 0.0 -0.744
C -1.1526 -3.4068 2.5474 0.0 -0.1 0.0 1.012
C 1.2817 -4.0648 -0.4528 0.0 -0.2 -0.1 0.387
C 7.9454 0.4912 -0.5883 0.0 0.0 0.0 -0.338
C 0.6874 4.1234 -5.7236 0.0 -0.1 0.1 0.176
C 1.3763 -1.3746 -4.0742 0.0 0.1 0.0 -1.191
C -5.7031 0.3971 -2.8542 -0.1 0.0 -0.1 -0.569
C -6.3389 1.1291 -1.8614 0.0 0.0 0.0 -0.403
C 6.7582 -0.0362 1.4327 0.0 0.0 0.0 -0.116
C 1.2103 -0.1755 -4.7199 0.0 -0.1 0.1 -0.594
C -1.6713 0.2816 4.9374 0.0 0.1 0.0 -1.530
C 3.2851 -0.4682 3.5287 -0.1 -0.1 0.0 0.308
C -1.2910 -5.5370 1.3932 0.0 0.0 0.0 0.705
C 6.7701 0.3516 -1.3119 0.0 0.0 0.0 -0.721
C -4.3638 0.0715 -2.7270 0.1 -0.1 0.0 -0.505
C -0.8914 -6.9760 1.2494 0.0 -0.1 0.0 -1.677
C 2.5145 -0.9775 5.8282 0.0 0.1 0.1 -0.238
C 1.3037 0.9043 -2.5729 -0.1 0.1 -0.2 -0.937
C -2.9541 -0.5051 4.8558 0.0 -0.1 0.0 1.372
C -2.1160 -4.9360 0.4506 0.0 0.0 0.0 -0.979
C 7.9376 0.2944 0.7850 0.0 0.0 0.0 -0.695
C -4.2848 1.1871 -0.6112 0.1 0.0 0.1 0.066
C -0.5285 -2.6659 3.6939 0.1 0.0 0.1 -0.580
C 1.2680 4.2722 -0.0895 0.0 0.0 -0.1 -1.154
C -3.3492 -3.0480 -0.5617 -0.1 0.0 -0.1 -1.774
C -3.6462 0.4413 -1.5932 0.0 0.0 0.0 0.228
C -4.8282 -1.4132 6.1085 0.0 0.0 0.0 0.863
C 5.5930 0.0119 -0.6660 0.0 0.0 0.0 -0.403
C 1.1092 3.3689 -2.2952 0.0 0.0 0.1 0.180
C -5.5381 -1.6266 7.4160 0.0 0.0 0.1 -1.627
C 0.4215 4.4588 -8.1965 0.0 0.1 0.1 -0.453
C -0.8319 -4.7581 2.4367 0.0 0.0 0.0 -0.792
C 0.1341 7.1888 -7.7955 0.0 0.0 -0.1 -0.465
C 4.7473 -3.1901 4.3909 0.0 0.0 0.0 -1.102
C 2.0800 -2.3245 6.3905 0.0 0.0 0.0 -1.041
C -2.1943 0.0097 -1.5364 -0.1 0.1 0.0 -0.438
C 0.9572 3.4532 -3.7171 0.0 -0.3 -0.2 1.187
C 1.4384 2.9646 0.3791 0.0 0.1 0.1 -0.384
C 0.4800 4.9686 -6.8975 0.0 0.1 -0.1 0.326
C 5.5784 -0.1812 0.7115 0.0 0.0 -0.1 0.423
H -2.7402 -2.6288 -1.3620 0.0 0.0 -0.1 0.316
H -4.9463 -2.2530 8.0864 0.0 0.0 0.0 0.312
H -0.9961 -0.1647 5.6700 0.0 0.0 0.0 0.218
H -0.3643 -7.1191 0.3060 0.0 0.0 0.0 0.282
H -5.3097 -1.5518 1.6633 0.0 0.0 0.0 0.138
H -1.1354 0.3277 3.9933 0.0 0.1 0.0 -0.248
H 4.6678 -0.1127 -1.2124 0.0 0.0 0.0 0.541
H 0.5439 -2.8655 3.7091 0.0 0.0 0.0 0.195
H -3.8438 -0.4790 -3.4999 0.0 0.0 0.0 0.411
H 1.5952 2.7636 1.4326 0.0 0.0 0.1 0.478
H -1.8731 1.3043 5.2617 0.0 0.0 0.0 0.587
H 4.8042 -1.8416 6.0804 0.0 0.0 0.0 0.446
H -7.3856 1.3884 -1.9601 0.0 0.0 0.0 0.379
H 8.8533 0.3997 1.3526 0.0 0.0 0.0 0.395
H 6.7719 0.5043 -2.3830 0.0 0.0 0.0 0.405
H 1.6503 -0.4255 5.4686 0.0 0.0 0.0 -0.039
H -1.7653 -7.6317 1.2601 0.0 0.0 0.0 0.390
H 2.8959 -2.8509 6.8876 0.0 0.0 0.0 0.400
H -4.7472 -3.1600 2.0908 0.0 0.0 0.0 0.144
H 0.9663 5.4634 -1.8570 0.0 0.0 0.0 0.567
H 1.2850 -2.1759 7.1216 0.0 0.0 0.0 0.401
H -0.1681 -5.1948 3.1750 0.0 0.0 0.0 0.312
H 0.0225 8.2474 -7.6165 0.0 0.0 0.0 0.381
H -0.2250 -7.2802 2.0563 0.0 0.0 0.0 0.333
H 0.5317 3.3987 -8.3846 0.0 0.0 0.0 0.273
H 0.1770 4.9030 -10.2833 0.0 0.0 0.0 0.401
H 5.7105 -3.6551 4.6053 0.0 0.0 0.0 0.382
H -6.3332 -2.6050 2.6504 0.0 0.0 0.0 0.445
H -6.1016 2.1227 0.0252 0.0 0.0 0.0 0.416
H -1.1330 9.0503 -9.4488 0.0 0.0 0.0 0.333
H 8.8665 0.7518 -1.0939 0.0 0.0 0.0 0.368
H 2.9827 -0.3764 6.6194 0.0 0.0 0.0 0.329
H 5.5182 -1.1932 4.6006 0.0 0.0 0.0 0.373
H 1.4000 -2.3105 -4.6127 0.0 0.0 0.0 0.474
H -6.2738 -2.4704 4.9382 0.0 0.0 0.0 0.273
H -5.7178 -0.6801 7.9282 0.0 0.0 0.0 0.358
H 4.6240 -3.1364 3.3110 0.0 0.0 0.0 0.235
H -3.7346 1.5097 0.2632 0.0 0.0 0.0 0.497
H 0.6339 9.2489 -9.6036 0.0 0.0 0.0 0.333
H 3.9621 -3.8269 4.7965 0.0 0.0 0.0 0.316
H 6.7332 -0.1868 2.5024 0.0 0.0 0.0 0.415
H -3.9642 -3.8460 -0.9790 0.0 0.0 0.0 0.562
H -6.4994 -2.1161 7.2639 0.0 0.0 0.0 0.340
H -0.6519 -1.5889 3.6333 0.0 -0.1 0.0 -0.885
H 1.1021 -0.1417 -5.7972 0.0 0.0 0.0 0.399
H -0.3902 9.2049 -11.0582 0.0 0.0 0.0 0.235
H -4.0018 -2.2500 -0.2071 0.0 0.0 0.0 0.085
H 1.5684 -2.3070 -2.1316 0.0 0.0 0.0 0.076
H 1.2765 5.0970 0.6084 0.0 0.0 0.0 0.458
H -2.4782 -5.5245 -0.3851 0.0 0.0 0.0 0.350
H 1.6932 -2.9639 5.5991 0.0 0.0 0.0 0.117
H -0.9526 -3.0007 4.6436 0.0 0.0 0.0 0.582
H -3.2256 -0.2868 6.9655 0.0 0.0 0.0 0.399
H 0.3767 6.7359 -5.7150 0.0 0.0 0.0 0.473
H -6.2537 0.0808 -3.7316 0.0 0.0 0.0 0.377
H 0.7518 2.1880 -6.6077 0.0 0.0 0.0 0.181
```
Positions in Å, forces in eV/Å.

Output
HOMO energy (alpha / beta), eV: -4.8 / -4.9
Molar mass, g/mol: 1312.07
E_tot, eV: -113334.39385
Charge: -1
Kohn-Sham gap (alpha / beta), eV: 6.55 / 6.69
Multiplicity: 2
Energy relative to the best compared isomer or geometry (same formula, charge and spin), kcal per mole: 0.00